a | Computed, not measured: a structure of composition C6H12N2, with the ωB97M-V functional and the def2-TZVPD basis.

Gap between HOMO and LUMO (spin up / spin down) ... 7.9 / 7.3 eV
LUMO level (spin up / spin down) ... 0.1 / -0.4 eV

The geometry in ORCA input format:
```
! wB97M-V def2-TZVPD RIJCOSX def2/J DEFGRID3
* xyz 0 1
C -0.11 0.70 0.27
C -0.07 -0.68 -0.19
C 1.21 1.19 0.85
C 0.92 -1.14 -1.21
C -0.81 -1.76 0.51
N -1.20 1.16 1.09
C -0.52 1.54 -1.41
N 0.15 2.10 -2.20
H -1.57 1.16 -1.36
H -2.09 0.75 0.85
H -1.04 1.02 2.08
H 1.54 0.53 1.66
H 1.97 1.23 0.08
H 1.09 2.19 1.25
H 1.09 -0.42 -2.01
H -1.89 -1.55 0.53
H -0.70 -2.74 0.05
H 1.89 -1.32 -0.72
H 0.62 -2.08 -1.68
H -0.48 -1.88 1.55
*
```

---

b | Computed, not measured: a cluster of 2 separate species, C6H12N2 in total, with the ωB97M-V functional and the def2-TZVPD basis.

Structure (SMILES) ... Cc1c[nH]cn1.CC
Gap between HOMO and LUMO ... 9.4 eV
LUMO level ... 0.9 eV

The geometry in ORCA input format:
```
! wB97M-V def2-TZVPD RIJCOSX def2/J DEFGRID3
* xyz 0 1
C 0.60 -1.96 2.71
C 0.35 -2.16 1.21
H 0.50 -0.87 2.93
H -0.05 -2.57 3.33
H 1.64 -2.09 3.03
H 0.48 -1.33 0.50
H 1.10 -2.91 0.93
H -0.67 -2.44 0.96
C -1.56 1.04 0.12
C -0.44 1.01 -0.87
C 0.63 1.90 -1.05
C 0.09 0.94 -3.00
N -0.76 0.50 -2.11
N 0.99 1.72 -2.37
H -2.40 1.35 -0.52
H -1.39 1.91 0.78
H 1.04 2.65 -0.40
H 0.00 0.91 -4.07
H 1.74 2.29 -2.71
H -1.88 0.12 0.59
*
```

---

c | Computed, not measured: a structure of composition C6H12N2, with the ωB97M-V functional and the def2-TZVPD basis.

Gap between HOMO and LUMO ... 7.9 eV
LUMO level ... 1.0 eV

The geometry in ORCA input format:
```
! wB97M-V def2-TZVPD RIJCOSX def2/J DEFGRID3
* xyz 0 1
C -1.87 1.40 -0.16
C 0.42 -2.73 0.69
N -0.60 1.34 -0.87
C 0.84 1.04 0.26
C 0.40 -1.39 -0.02
N -0.11 -1.25 -1.22
C 0.77 -0.25 0.75
C 1.70 2.03 0.18
H -0.42 2.15 -1.45
H -0.52 0.29 -1.40
H -0.48 -2.13 -1.59
H 0.99 -0.38 1.80
H -1.88 0.56 0.54
H -2.72 1.29 -0.83
H -1.96 2.33 0.40
H -0.32 -2.74 1.50
H 0.19 -3.55 0.00
H 1.40 -2.91 1.13
H 1.43 3.01 -0.21
H 2.72 1.89 0.50
*
```

---

Most stable pick: b. Distance to second place: 43.3 kcal/mol.

---

a | Computed, not measured: a cluster of 2 separate species, C6H12N2 in total, with the ωB97M-V functional and the def2-TZVPD basis.

Structure (SMILES) ... [H]/N=N\C.CC#CCC
Gap between HOMO and LUMO ... 9.8 eV
LUMO level ... 0.9 eV

The geometry in ORCA input format:
```
! wB97M-V def2-TZVPD RIJCOSX def2/J DEFGRID3
* xyz 0 1
C -1.25 0.57 -0.27
C -1.32 -0.62 -0.24
C -1.14 2.06 -0.06
C -2.49 -2.85 0.11
C 2.91 1.24 -0.65
C -1.06 -2.11 -0.04
N 2.39 1.57 1.59
N 2.05 1.24 0.49
H -0.46 2.33 0.72
H -0.83 2.52 -1.03
H -2.11 2.40 0.24
H -3.24 -2.28 -0.45
H -2.90 -2.94 1.10
H -2.56 -3.82 -0.49
H 3.95 0.77 -0.56
H 2.44 0.72 -1.43
H 3.18 2.29 -0.95
H -0.47 -2.79 -0.75
H -0.52 -2.06 0.89
H 3.44 1.76 1.78
*
```

---

b | Computed, not measured: a structure of composition C6H12N2, with the ωB97M-V functional and the def2-TZVPD basis.

Gap between HOMO and LUMO ... 9.4 eV
LUMO level ... 0.7 eV

The geometry in ORCA input format:
```
! wB97M-V def2-TZVPD RIJCOSX def2/J DEFGRID3
* xyz 0 1
C -1.66 -0.48 -0.41
C -1.41 -0.65 1.15
C -0.25 0.05 0.20
C 0.77 1.15 0.43
C 2.12 0.70 -0.20
C 0.79 -0.87 -0.53
H -3.63 0.70 0.18
H -1.67 1.56 -0.54
H -1.48 -1.24 -1.34
H -1.10 -1.47 1.83
H -1.85 0.13 1.84
H 0.87 1.31 1.67
H 0.67 2.17 -0.12
H 1.73 1.03 -1.18
H 3.08 1.20 0.05
H 3.12 -1.15 -0.23
H 0.58 -2.02 -0.32
H 0.83 -0.97 -1.53
N -2.68 0.57 -0.71
N 2.21 -0.66 0.11
*
```

---

Most stable pick: a. Distance to second place: 98.1 kcal/mol.

---

a | Computed, not measured: an isolated molecule of C3H3NO3, with the ωB97M-V functional and the def2-TZVPD basis.

Structure (SMILES) ... O=c1ccn(O)o1
Gap between HOMO and LUMO ... 9.7 eV
LUMO level ... 0.4 eV

The geometry in ORCA input format:
```
! wB97M-V def2-TZVPD RIJCOSX def2/J DEFGRID3
* xyz 0 1
C -0.09 -0.78 0.67
C 1.01 -0.85 -0.17
C 0.86 0.38 -1.18
H -2.19 0.96 1.00
H -0.39 -1.02 1.70
H 1.87 -1.48 -0.15
N -0.95 0.21 0.14
O -1.24 1.12 1.07
O 1.66 0.59 -1.99
O -0.54 0.87 -1.10
*
```

---

b | Computed, not measured: an isolated molecule of C3H3NO3, with the ωB97M-V functional and the def2-TZVPD basis.

Structure (SMILES) ... O=CN(C=O)C=O
Gap between HOMO and LUMO ... 8.9 eV
LUMO level ... -1.7 eV

The geometry in ORCA input format:
```
! wB97M-V def2-TZVPD RIJCOSX def2/J DEFGRID3
* xyz 0 1
C -0.70 -1.20 0.10
C -0.30 1.29 0.29
C 1.64 -0.48 0.35
H 0.02 -2.14 0.38
H 0.64 2.02 0.87
H 1.65 -1.58 0.83
N 0.19 -0.09 0.10
O -1.93 -1.16 -0.26
O -1.55 1.53 -0.14
O 2.55 0.22 -0.50
*
```

---

Most stable pick: a. Distance to second place: 12.0 kcal/mol.

---

a | Computed, not measured: a structure of composition C3H3NO3, with the ωB97M-V functional and the def2-TZVPD basis.

Gap between HOMO and LUMO ... 9.3 eV
LUMO level ... -0.5 eV

The geometry in ORCA input format:
```
! wB97M-V def2-TZVPD RIJCOSX def2/J DEFGRID3
* xyz 0 1
C -1.10 -0.77 0.58
C -0.31 0.04 -0.28
C 0.25 -0.36 1.07
N -0.17 1.23 2.03
O -2.14 -1.30 0.84
O -0.73 2.12 1.49
O 0.11 1.06 3.17
H 0.24 -0.15 -1.18
H -0.77 1.04 -0.41
H 1.07 -0.93 1.26
*
```

---

b | Computed, not measured: an isolated molecule of C3H3NO3, with the ωB97M-V functional and the def2-TZVPD basis.

Gap between HOMO and LUMO ... 9.6 eV
LUMO level ... 0.1 eV

The geometry in ORCA input format:
```
! wB97M-V def2-TZVPD RIJCOSX def2/J DEFGRID3
* xyz 0 1
N -0.54 1.29 -0.78
C -0.49 0.08 -0.48
O 0.54 -0.80 -0.26
C 1.78 -0.33 0.03
O 2.09 0.82 0.16
C -1.85 -0.46 1.05
O -1.69 -0.59 -0.26
H 0.37 1.72 -0.81
H 2.46 -1.18 0.11
H -2.92 -0.66 1.21
*
```

---

c | Computed, not measured: an isolated molecule of C3H3NO3, with the ωB97M-V functional and the def2-TZVPD basis.

Structure (SMILES) ... O=COc1co[nH]1
Gap between HOMO and LUMO ... 9.7 eV
LUMO level ... 0.8 eV

The geometry in ORCA input format:
```
! wB97M-V def2-TZVPD RIJCOSX def2/J DEFGRID3
* xyz 0 1
N -1.18 0.95 -1.05
C -0.23 0.32 -0.22
O 1.11 0.37 -0.44
C 1.85 -0.39 0.40
O 1.42 -0.97 1.35
C -1.16 -0.19 0.58
O -2.19 0.27 -0.25
H -1.21 0.60 -2.01
H 2.89 -0.38 0.06
H -1.30 -0.59 1.57
*
```

---

Most stable pick: c. Distance to second place: 3.4 kcal/mol.